{
  "formula": "C5H9O3",
  "method": "the ωB97M-V functional and the def2-TZVPD basis",
  "charge": -1,
  "e_homo_ev": -3.95,
  "total_energy_ha": -421.68788,
  "lumo_ev": 3.27,
  "smiles": "O=C([O-])CCCCO",
  "relative_energy_kcal_mol": 12.1,
  "gap_ha": 0.266,
  "symbols": ["O", "C", "O", "C", "C", "C", "C", "O", "H", "H", "H", "H", "H", "H", "H", "H", "H"],
  "xyz": [[-0.75319, -1.15157, 2.72868], [-0.69661, -1.50200, 1.52093], [-1.59554, -2.04296, 0.83695], [0.64132, -1.20990, 0.80712], [0.45506, -0.49194, -0.53815], [0.60466, 1.03956, -0.49741], [0.12673, 1.69680, -1.76891], [0.80322, 2.92137, -2.07799], [1.24452, -0.60756, 1.49493], [1.21429, -2.12274, 0.61170], [1.00839, -0.91391, -1.37829], [-0.58170, -0.70231, -0.84390], [1.68981, 1.22371, -0.40085], [0.10844, 1.40658, 0.39359], [0.26218, 0.99474, -2.59663], [-0.92574, 1.96894, -1.74296], [1.75247, 2.78433, -2.03930]],
  "nbo_charge": [-0.7881, 0.7522, -0.7909, -0.5201, -0.4006, -0.4239, -0.0543, -0.7362, 0.1960, 0.1970, 0.1728, 0.2277, 0.1720, 0.2175, 0.1462, 0.1779, 0.4549]
}